[1]
11
Properties=species:S:1:pos:R:3:forces:R:3:nbo_charge:R:1 method="wB97M-V/def2-TZVPD" orbital_gap_ev=9.333 e_above_lowest_kcal_mol=49.1 largest_force_ev_per_a=1.85 energy_ev=-26350.6043
N 2.0241 0.7951 0.1512 -1.666 0.340 -0.727 -0.5314
H -2.2592 -0.8057 -1.1919 -0.637 -0.708 0.278 0.2040
S -0.6802 1.3142 -0.5241 0.652 0.108 -0.135 0.2336
H 1.1835 2.6572 0.2539 0.045 -0.489 -0.026 0.2051
C -1.1041 -0.1691 0.3200 -0.339 -0.770 -0.708 -0.3546
S 1.7474 -0.7910 -0.4611 1.225 -0.286 0.642 0.1624
H -0.5591 -0.3106 1.2063 0.282 -0.093 1.341 0.2135
C 1.0243 1.5967 0.0071 0.511 -0.105 0.409 -0.0845
H 2.9484 -1.2973 -0.0035 -0.813 0.442 -0.396 0.1275
C -1.9701 -1.0608 -0.1696 0.277 0.752 0.076 -0.4001
H -2.3550 -1.9286 0.4118 0.462 0.808 -0.755 0.2244



[2]
109
Properties=species:S:1:pos:R:3:forces:R:3:lowdin_spin:R:1 method="wB97M-V/def2-TZVPD" orbital_gap_ev="3.415 / 5.826" e_above_lowest_kcal_mol=33.2 multiplicity=5 s_squared=6.055 largest_force_ev_per_a=0.99 energy_ev=-234240.7007
H -3.8187 -5.2648 -0.2461 -0.008 -0.018 0.008 0.0004
H 9.7766 0.7332 -0.9466 -0.001 -0.009 0.010 0.0000
C 4.9285 -0.4684 -1.9121 -0.020 -0.017 0.033 0.0178
H 5.9180 1.9038 -3.5739 -0.050 0.012 0.024 0.0009
H 4.1277 3.7649 2.9300 0.016 0.003 0.034 0.0000
H 7.5298 2.1816 0.5602 0.009 -0.015 0.010 0.0013
C -0.6196 1.6951 3.4649 -0.079 0.096 -0.160 -0.0034
C 6.7778 -0.5467 -0.3157 -0.023 -0.051 0.025 0.1501
C 2.5984 -0.5391 -1.1076 0.192 0.101 -0.222 0.1615
F 6.2533 -0.8447 1.9943 0.093 -0.089 -0.165 -0.0081
H -2.0871 -1.1003 3.0815 0.016 0.006 -0.023 0.0001
N -2.1889 -0.2206 0.0112 -0.193 -0.096 0.346 0.0088
C 3.5180 2.4950 0.3771 -0.012 0.079 -0.007 0.0033
H -4.7790 -1.1143 -0.6030 -0.022 0.074 0.008 0.0006
S -3.0078 1.1788 0.0991 0.259 -0.024 -0.156 0.0034
H 0.1677 1.8796 4.1962 -0.073 -0.012 -0.013 -0.0005
N -0.4756 -2.1820 0.2180 -0.059 -0.237 0.015 -0.0139
C 4.9989 0.9166 -5.3283 -0.006 -0.001 -0.010 0.0005
C 3.0451 3.8989 2.9068 0.043 -0.042 -0.001 0.0004
C -1.1418 -4.8631 0.1753 0.014 0.069 -0.012 0.0110
H 9.2469 2.3979 2.2461 0.002 -0.076 -0.081 0.0005
H -1.5433 1.4219 3.9743 0.014 -0.005 0.018 -0.0001
H -0.8230 -1.1788 4.3351 -0.033 -0.005 -0.041 -0.0006
C -4.4103 -3.2149 -0.4189 0.020 -0.067 0.013 -0.0019
C 0.1558 -4.4708 0.3486 -0.015 -0.001 -0.005 -0.0020
O -3.3742 1.6441 -1.2071 -0.195 0.010 0.028 0.0024
H 0.9553 -5.1893 0.4597 -0.001 -0.004 0.015 -0.0004
H 8.1836 1.1281 -1.5962 0.026 -0.008 -0.013 0.0011
C -2.1607 -3.8986 0.0099 0.008 -0.052 0.018 -0.0011
H 7.1331 1.1530 -4.7115 0.019 -0.022 -0.025 0.0004
C -4.0306 -1.8592 -0.3892 -0.002 0.112 -0.016 0.0088
C -6.9057 1.0281 1.0966 0.017 0.002 -0.017 0.0000
C 3.4060 -1.3750 4.2035 0.016 0.048 -0.031 0.0009
H 4.0805 1.4684 -5.1923 -0.022 0.035 0.021 0.0005
C -1.0206 -1.2298 3.2634 0.052 -0.041 0.048 -0.0015
C 8.7176 0.8631 -0.6868 -0.022 0.081 0.041 0.0105
C 1.7545 -0.0694 3.0174 -0.152 -0.020 -0.004 -0.0026
C 0.2284 5.0748 0.1177 -0.042 0.035 -0.068 0.0029
C -4.5176 0.9253 1.0066 0.063 -0.006 -0.059 -0.0003
H 2.6512 3.8525 3.9214 0.000 0.011 0.002 0.0001
H -5.6079 0.2922 4.1373 0.001 -0.004 0.017 0.0000
C 2.1629 -0.5160 -2.4733 -0.049 -0.075 -0.032 0.0112
N -0.0730 5.8281 0.9369 -0.006 0.069 0.151 0.0056
N 8.1915 -0.3771 -0.1521 0.038 0.020 -0.113 0.0304
C 8.7559 0.3668 2.1450 -0.054 -0.056 0.022 0.0020
C 4.3281 -0.3519 4.0496 -0.112 0.060 0.094 -0.0008
C 5.8421 -0.7323 0.6839 0.020 0.079 0.014 0.0228
H 7.7212 0.5684 2.4078 0.034 0.010 0.039 0.0005
O 1.8016 -0.5085 -0.0754 -0.614 -0.144 0.283 0.1074
H 9.9053 -0.9146 0.8601 0.021 -0.021 0.032 0.0008
C 1.4835 4.5816 -1.9393 -0.001 -0.031 0.021 0.0031
C 8.8451 -0.7295 1.0813 -0.019 -0.009 0.060 0.0045
H 4.4542 2.0600 0.7319 0.011 0.005 0.015 0.0009
C 8.5756 2.0205 0.2951 -0.009 0.009 -0.089 0.0046
H 1.4684 -2.7343 0.4720 0.031 0.024 -0.034 0.0008
C 5.3462 -0.1046 -4.2927 0.018 -0.042 -0.029 0.0045
N 9.3028 1.6431 1.5600 0.083 0.060 0.054 0.0012
C -5.6409 0.5196 3.0802 0.030 -0.006 0.005 0.0000
C 4.4858 -0.7932 0.4580 -0.087 -0.056 -0.060 0.1716
H 6.9903 -0.4267 -2.4626 0.026 0.000 -0.005 0.0078
H 3.6784 3.5229 0.0466 -0.006 -0.018 -0.013 0.0001
H 5.2435 0.6904 -6.3553 0.022 -0.016 -0.014 0.0001
As 2.1633 2.5423 1.7911 0.154 0.107 0.234 0.0000
H 5.3251 -0.4527 4.4597 -0.005 -0.012 -0.010 0.0000
C -5.7290 1.1375 0.3685 -0.003 -0.086 0.046 0.0000
C -6.8615 0.7117 2.4461 -0.005 0.005 -0.001 0.0001
H 1.4172 -2.0407 3.8110 -0.051 -0.019 0.040 -0.0001
C 0.6297 4.1688 -0.8904 0.021 0.075 -0.065 0.0149
As -0.0688 0.1994 2.3362 0.347 -0.037 0.706 -0.0099
O -2.1933 2.0250 0.9394 -0.182 0.029 -0.043 0.0034
O -0.1876 -0.6644 -2.0245 -0.224 -0.001 0.296 0.0222
H 3.6787 -2.2818 4.7270 -0.001 -0.025 0.013 0.0000
C -3.5175 -4.2267 -0.2109 -0.010 0.035 -0.029 0.0074
H 2.8155 4.8784 2.4879 -0.025 -0.014 -0.013 0.0000
H -5.4462 -3.4513 -0.6254 -0.014 0.012 -0.002 -0.0003
H 5.8572 -1.0034 -4.6254 0.011 0.001 0.020 0.0018
Cr -0.1368 -0.1866 -0.1595 0.473 -0.445 -0.738 2.8613
C 3.9692 0.7940 3.3539 -0.018 -0.041 0.076 0.0021
C -1.7789 -2.5455 0.0476 0.037 0.021 0.004 0.0022
C -4.4627 0.6390 2.3617 -0.011 -0.061 -0.006 0.0002
C 0.7285 -0.6656 -2.9377 0.156 0.090 0.014 0.0040
H -7.7804 0.6276 3.0107 -0.017 -0.004 0.010 0.0000
H -0.7996 2.5761 2.8534 0.054 -0.065 0.029 -0.0001
H 9.3288 0.1358 3.0426 0.039 -0.001 -0.036 0.0003
C 0.3352 2.8302 -0.7557 0.152 -0.511 0.063 0.0336
H 10.2929 1.5089 1.3343 -0.068 0.036 0.044 0.0007
H 9.0149 2.9464 -0.0757 -0.032 -0.008 0.013 0.0008
H 8.4275 -1.6485 1.4874 0.006 0.052 -0.019 0.0006
H -5.7319 1.3858 -0.6827 -0.005 0.030 -0.055 0.0000
N 2.2086 4.8982 -2.7790 0.083 0.032 -0.075 0.0056
C 2.6944 0.9446 2.8221 0.092 0.166 0.017 0.0006
H 3.1460 1.9102 -0.4621 0.030 0.018 0.018 0.0012
H -7.8565 1.1962 0.6095 -0.017 0.001 -0.013 0.0000
C 6.2823 -0.4734 -1.6496 0.055 -0.007 0.048 0.0820
C 0.4564 -3.0998 0.3539 -0.098 0.037 0.070 0.0124
N 0.1894 1.6952 -0.5719 -0.253 0.869 -0.400 -0.0098
H 3.8035 -0.9298 1.2841 0.020 -0.032 -0.053 0.0115
N 4.4388 -0.3049 -3.2003 -0.134 0.010 -0.056 0.0486
C 2.1249 -1.2320 3.6856 -0.011 -0.017 -0.028 -0.0007
C 3.0962 -0.4136 -3.4504 0.009 0.040 0.039 0.1149
O 0.4975 -0.8023 -4.1250 0.041 -0.028 -0.019 0.0095
C 3.9840 -0.6106 -0.8572 0.085 -0.047 0.001 0.0411
H 2.7865 -0.3994 -4.4842 0.013 -0.007 -0.019 0.0068
H -0.7326 -2.2063 2.8776 0.024 0.009 0.024 0.0000
C -2.7301 -1.4857 -0.1195 0.049 0.034 -0.160 -0.0020
H -3.5029 0.5335 2.8478 0.013 0.006 0.010 0.0001
C 6.1116 1.1845 -4.3576 0.005 0.036 -0.019 0.0022
H -1.4028 -5.9135 0.1460 -0.018 -0.023 0.006 0.0005
H 4.7048 1.5781 3.2083 0.006 0.027 0.004 0.0001



[3]
84
Properties=species:S:1:pos:R:3:forces:R:3:lowdin_charge:R:1 method="wB97M-V/def2-TZVPD" orbital_gap_ev="5.277 / 6.222" e_above_lowest_kcal_mol=28.2 charge=+1 largest_force_ev_per_a=2.42 energy_ev=-65346.5188
H 5.1479 -0.8215 4.6542 -0.013 -0.027 0.008 0.1129
H 2.2919 -5.5413 0.7930 0.001 0.012 -0.005 0.1243
O 3.6958 4.2743 -1.5162 0.083 0.061 0.053 0.2005
O -0.2363 1.9223 -0.1392 -0.958 -0.729 1.096 -0.0749
C 0.3116 -4.0222 1.8221 0.036 -0.048 -0.067 -0.0174
C -3.8172 1.2252 -0.8015 0.070 0.006 -0.166 -0.2017
C 0.9361 2.2856 -0.4458 1.032 0.507 -0.678 -0.2953
H -1.3493 -4.3382 -1.1491 -0.017 -0.026 -0.001 0.0960
C 2.9481 3.4470 -1.1022 -0.174 -0.160 0.034 -0.2237
H -0.3279 -2.0257 -3.0824 0.016 -0.018 -0.028 0.0889
H -2.5840 -4.4335 0.1143 -0.006 0.017 0.001 0.1048
H 0.7746 -0.3250 4.8041 0.006 -0.022 -0.015 0.0627
C 1.3105 1.8472 2.7192 -0.083 -0.008 -0.179 -0.3404
H -2.9790 -3.6982 -1.4345 -0.007 -0.006 0.014 0.0995
H 0.6184 -0.7948 -2.2580 0.028 0.047 -0.033 0.0480
O 0.9039 4.7124 -0.5804 -0.083 0.132 -0.070 0.1771
C 0.6713 -1.7833 -2.7096 -0.074 -0.147 0.062 -0.0178
N -0.5400 -2.0695 -0.1084 0.188 0.156 0.769 -0.0333
H -0.4632 -4.7930 1.8364 -0.020 0.027 0.010 0.0908
C -2.8388 1.0169 2.8659 -0.195 -0.046 0.001 -0.0405
C 0.7449 4.1038 3.3632 -0.054 -0.070 -0.007 -0.0457
C 1.9668 -4.7836 0.0900 -0.016 0.027 0.026 -0.0401
H -3.2572 1.5344 3.7281 0.031 -0.010 0.006 0.0975
H -2.3958 0.4951 -2.2494 -0.006 0.006 -0.025 0.0778
C 0.9434 -3.9166 0.4584 -0.164 -0.176 0.027 -0.2426
C -3.4777 0.5472 -2.1056 -0.015 0.044 0.092 -0.0151
H -0.8368 0.1197 4.2147 -0.017 -0.015 0.022 0.0250
H 1.0620 -4.3019 2.5611 -0.008 0.003 0.002 0.0925
C 1.9646 4.5578 2.8771 0.016 -0.007 0.030 -0.0454
C 3.3036 -0.4189 3.6535 -0.060 -0.054 0.048 -0.0928
Ir -0.2760 -0.1075 0.4021 0.891 1.043 -1.998 1.2573
H 3.3624 -5.3650 -1.4244 0.019 0.035 0.003 0.1144
H -3.9055 1.0998 -2.9392 0.010 -0.012 -0.005 0.0876
C -4.3961 2.5264 1.5964 -0.043 -0.027 -0.019 -0.0240
H 3.0300 0.3699 4.3446 0.009 -0.007 0.006 0.1136
C -3.2233 0.8323 0.3982 0.008 -0.179 -0.284 -0.2082
C 3.2722 1.9486 -0.8607 -0.290 0.016 0.045 -0.2577
C -2.1862 -3.8155 -0.6945 0.035 0.012 0.053 0.0251
C 2.5440 2.3112 2.2508 0.005 -0.035 -0.024 -0.0890
H -5.1876 2.6053 -1.6873 0.037 0.009 0.001 0.1189
H 0.0471 4.8015 3.8068 -0.007 -0.014 -0.009 0.1149
H 3.2655 1.6099 1.8492 0.016 0.040 0.009 0.1125
C -4.1934 -1.8802 0.4264 -0.053 0.092 -0.288 0.0211
C 0.0618 -0.4445 3.9887 -0.148 0.040 -0.036 -0.1939
H -1.7792 1.2337 2.8004 0.078 -0.004 -0.006 0.0111
C 1.1421 -2.8160 -1.7177 -0.067 0.127 -0.113 -0.2028
N -2.3024 -0.2862 0.3236 0.106 0.373 1.323 -0.0382
C 1.9546 1.3286 -0.5501 0.002 0.914 -0.053 -0.3007
C 2.5743 -4.6763 -1.1491 0.015 0.007 0.024 -0.0512
H 4.3371 -3.1813 1.1703 0.014 0.000 0.013 0.1084
C 4.4997 -1.0912 3.8310 -0.052 0.050 0.020 -0.0570
H -2.9471 -0.0591 3.0209 -0.001 0.001 0.020 0.0891
O 1.6776 0.1131 -0.3032 -0.155 -0.895 0.402 -0.1337
C 2.4641 -0.7441 2.5814 0.003 -0.024 0.020 -0.3476
C -5.0054 2.9333 0.4215 0.058 0.031 -0.011 -0.0485
C 4.8684 -2.0999 2.9485 0.031 -0.010 -0.009 -0.0554
C 0.5330 -2.9639 -0.4711 0.021 0.071 -0.013 -0.2372
C 2.8694 3.6597 2.3356 0.025 -0.019 0.017 -0.0489
P 0.8633 0.1093 2.4564 -0.050 -0.268 -0.092 0.9388
H -5.6972 3.7649 0.4263 -0.017 -0.025 0.022 0.1137
C -4.7132 2.2861 -0.7676 -0.021 -0.007 -0.020 -0.0238
C -1.7655 -2.4788 -0.1774 -0.158 -0.282 0.162 -0.2465
H 2.6628 -3.5962 -2.9984 -0.004 0.008 0.009 0.1201
C -3.4970 1.4669 1.6014 -0.029 -0.033 0.104 -0.2085
H -4.2382 -2.7174 1.1257 0.028 0.001 -0.005 0.1046
O 4.3542 1.4363 -0.8665 0.123 -0.072 -0.053 0.1737
H -0.1404 -3.0799 2.1337 0.010 -0.015 0.006 0.0530
H 3.8318 4.0037 1.9772 -0.009 -0.013 -0.008 0.1248
H 5.7989 -2.6319 3.0983 0.008 0.025 -0.032 0.1128
H -0.5384 2.4342 3.6678 -0.022 0.011 0.034 0.0878
H -4.6260 3.0244 2.5301 0.015 0.008 -0.009 0.1178
C 1.4634 3.6638 -0.7063 -0.055 -0.382 0.118 -0.2485
H -0.1947 -1.4992 3.8887 0.018 0.005 0.006 0.0487
C 2.8520 -1.7345 1.6934 0.126 0.079 0.032 -0.0820
H -4.6601 -2.2151 -0.5032 0.000 -0.004 0.013 0.1002
C 2.1771 -3.6865 -2.0350 -0.019 -0.045 -0.039 -0.0182
H 2.2101 5.6098 2.9337 0.008 -0.013 -0.010 0.1191
H -4.7722 -1.0487 0.8187 -0.005 -0.004 0.020 0.0969
C 4.0506 -2.4137 1.8771 -0.061 -0.011 0.003 -0.0455
C -2.7699 -1.4897 0.2143 -0.074 -0.181 -0.286 -0.2569
H -3.8673 -0.4728 -2.1513 -0.010 0.004 -0.018 0.0772
H 1.3467 -1.7347 -3.5611 -0.016 -0.011 0.000 0.0901
H 2.2352 -1.9639 0.8444 0.044 0.026 -0.075 0.0680
C 0.4152 2.7604 3.2804 0.069 0.083 -0.001 -0.0691



[4]
12
Properties=species:S:1:pos:R:3:forces:R:3:nbo_charge:R:1 method="wB97M-V/def2-TZVPD" orbital_gap_ev=12.320 e_above_lowest_kcal_mol=12.1 charge=+1 smiles=[NH3+]CCO largest_force_ev_per_a=1.14 energy_ev=-5734.3573
H 0.3395 0.1345 2.0011 0.106 -0.544 0.224 0.4451
C -0.7021 0.2318 -0.8251 0.683 0.384 -0.273 -0.0909
C -0.2660 -0.8263 0.1752 0.328 0.033 -0.411 -0.2484
H -1.0841 -1.2830 0.6850 -0.436 -0.280 0.438 0.2469
H 0.9867 0.6504 0.5860 0.067 0.102 -0.051 0.4669
H 0.2838 -1.5676 -0.3740 0.205 -0.504 -0.045 0.2333
O 0.4377 1.0886 -0.9688 -0.125 -0.023 0.018 -0.7380
H -1.5518 0.8094 -0.5102 -0.502 0.121 0.221 0.1972
H 1.5778 -0.7307 1.1862 0.017 -0.413 0.657 0.4490
H -0.8862 -0.2423 -1.7800 -0.373 -0.178 -0.110 0.2181
N 0.7146 -0.2081 1.1181 -0.050 1.034 -0.473 -0.6926
H 0.1500 1.9431 -1.2935 0.080 0.270 -0.193 0.5135



[5]
57
Properties=species:S:1:pos:R:3:forces:R:3:nbo_charge:R:1 method="wB97M-V/def2-TZVPD" orbital_gap_ev=8.486 e_above_lowest_kcal_mol=129.1 smiles="COc1ccc(CN(C[C@@H]2CCCO2)S(=O)(=O)c2ccc(-n3cnnn3)c(OC)c2)cc1" largest_force_ev_per_a=1.55 energy_ev=-50703.5177
C -0.6069 -2.0520 0.9669 -0.095 0.431 0.218 0.2987
H -1.1956 -1.7009 -1.0871 0.068 -0.166 -0.091 0.2583
O -2.0765 0.0867 -2.4436 0.245 -0.094 0.149 -0.9486
H -0.7683 0.3378 3.3756 -0.023 0.038 0.031 0.2479
H -1.6498 1.6640 1.4361 -0.009 0.176 0.114 0.2377
C -0.2647 -3.9704 -0.3942 -0.014 -0.156 -0.232 -0.2524
H 4.2316 -1.9580 3.5973 -0.031 0.087 0.008 0.2052
H 0.2503 0.5712 -2.9042 0.222 0.107 -0.072 0.2222
H 0.4478 2.5320 -5.3875 -0.041 0.040 -0.027 0.1872
H 2.4350 0.8399 2.1151 0.021 0.015 0.134 0.2201
C -1.6490 2.6252 -4.7030 0.243 0.108 0.034 -0.4381
O 0.1992 3.7534 -3.7778 0.060 -0.035 0.233 -0.5456
C 1.3486 0.5043 -1.0721 0.292 -0.089 0.022 -0.0897
C -0.2872 3.2441 -5.0069 -0.162 -0.047 -0.389 -0.0640
H -0.3898 4.0685 -5.7280 0.040 -0.115 0.021 0.1625
C 2.7066 -0.9291 0.9183 -0.045 -0.028 -0.210 0.2967
H 4.4000 -0.3150 2.9275 0.000 -0.016 -0.018 0.1746
H 1.2221 2.0218 -2.5932 -0.197 -0.070 0.017 0.2515
N -0.5753 1.9327 -1.5772 -0.865 -0.531 -0.112 -0.7099
H 2.8371 -2.4961 -0.5175 0.044 -0.137 -0.026 0.2235
H -1.5426 1.6145 -4.3102 0.020 -0.019 -0.083 0.2215
O -3.0031 1.8456 -0.9774 0.150 0.139 0.244 -0.9408
C 0.1588 -3.4186 3.6224 -0.056 0.487 -0.044 0.1714
C -1.3478 0.6364 1.3262 -0.086 -0.036 0.045 -0.2025
S -1.9082 0.9940 -1.3414 0.197 -0.075 0.382 2.3445
N 0.7425 -3.5270 4.7851 -0.145 -1.056 -0.239 -0.2950
H 2.8506 -0.8396 3.6450 0.094 -0.020 -0.083 0.1902
H 0.3697 -3.4444 -1.1106 -0.017 0.004 0.016 0.1883
C -0.6566 3.3683 -1.5374 -0.229 0.732 -0.379 -0.2293
C -0.8916 4.0367 -2.9088 -0.203 0.139 0.548 0.0901
H -1.2866 -4.0295 -0.7782 0.031 0.019 0.018 0.1859
H -2.6930 4.4096 -4.0555 -0.021 -0.008 0.032 0.2127
C -1.0879 -1.2945 -0.0959 -0.082 -0.235 0.002 -0.2707
C -1.4329 0.0269 0.0916 -0.295 0.108 -0.352 -0.2912
C 1.8059 -0.7871 -1.3118 0.108 0.207 0.052 -0.1460
H 1.6352 -1.2394 -2.2787 -0.058 -0.082 -0.121 0.2032
H -0.1864 -4.2197 3.0097 -0.081 -0.129 -0.174 0.2357
O -0.2289 -3.3456 0.8731 0.049 0.169 0.321 -0.5002
C -0.8722 -0.0991 2.3948 -0.135 -0.105 -0.131 -0.1975
H 0.2700 3.7654 -1.1118 -0.051 -0.072 0.057 0.2038
C 3.7190 -1.1607 3.0620 0.054 0.141 0.286 -0.2612
C -0.4906 -1.4244 2.2213 -0.327 0.396 -0.676 0.1582
H -2.2921 2.5974 -5.5794 -0.030 -0.051 -0.036 0.2188
H -2.8412 3.0556 -2.9204 -0.111 0.121 -0.061 0.2431
H -1.4947 3.6190 -0.8859 0.134 0.226 0.016 0.2364
C 2.4765 -1.4952 -0.3371 0.161 -0.043 0.206 -0.2857
C 0.5865 1.2650 -2.1272 0.436 -0.339 -0.145 -0.2629
H 0.1220 -4.9749 -0.2308 -0.035 0.070 -0.075 0.2070
C 1.6015 1.0677 0.1696 0.085 -0.125 -0.307 -0.1917
O 3.3460 -1.7174 1.8200 -0.135 -0.126 -0.314 -0.4964
N 0.5953 -1.4351 4.3541 -0.205 1.146 -0.448 -0.0771
H 1.2620 2.0712 0.3757 -0.090 0.135 0.071 0.2105
N 0.9957 -2.2903 5.1931 0.384 0.332 0.796 -0.0551
C 2.2679 0.3684 1.1601 0.210 -0.104 0.202 -0.2607
H -0.9207 5.1225 -2.7300 -0.019 -0.143 -0.005 0.1791
C -2.1724 3.5597 -3.6128 0.159 0.026 -0.069 -0.4532
N 0.0470 -2.0989 3.3212 0.388 -1.351 0.647 -0.2208